[1]
The following is a DFT calculation (ωB97M-V with the def2-TZVPD basis set) of C2H7N3O in the gas phase.

Values from the calculation:
multiplicity	1
energy above the lowest of the compared OMol25 structures with the same formula, charge and spin	110.3	kcal/mol
HOMO-LUMO gap	9.2	eV
E_HOMO	-8.19	eV
E_tot	-8701.49424	eV

Structure (XYZ):
```
13
Properties=species:S:1:pos:R:3:forces:R:3:nbo_charge:R:1
C 0.893969 -0.584725 1.932407 1.66 2.53 -1.08 -0.42
O -2.215757 0.225464 -0.412819 0.73 0.26 -0.17 -0.57
C -0.700849 0.736504 -2.185394 -3.17 1.94 -3.28 -0.43
H -1.190015 1.797178 -2.412325 1.14 -2.26 0.37 0.22
H 0.320459 0.743517 -2.281691 2.45 0.64 0.13 0.22
H 1.053451 0.152410 2.808629 -0.13 -1.82 -0.95 0.21
H -1.182992 -0.081211 1.393807 0.12 -0.26 0.00 0.41
N -0.199105 -0.053603 1.142230 -0.68 0.12 -0.65 -0.45
N 0.039255 0.254387 -0.139520 -0.64 -0.49 0.55 -0.05
H -0.968333 0.040676 -3.065070 -0.57 0.59 1.94 0.22
H 0.798269 -1.651203 2.139614 -0.04 0.25 0.40 0.21
H 1.790504 -0.421824 1.207573 -1.24 -0.52 1.54 0.22
N -1.019841 0.387737 -0.843779 0.39 -1.00 1.19 0.22
```
Positions in Å, forces in eV/Å.

---

[2]
The following is a DFT calculation (ωB97M-V with the def2-TZVPD basis set) of C2H3ClF2O in the gas phase.

Values from the calculation:
multiplicity	1
energy above the lowest of the compared OMol25 structures with the same formula, charge and spin	0.0	kcal/mol
HOMO-LUMO gap	11.8	eV
E_HOMO	-11.18	eV
E_tot	-22127.35493	eV

Structure (XYZ):
```
9
Properties=species:S:1:pos:R:3:forces:R:3:nbo_charge:R:1
Cl -2.347765 -0.157857 0.030370 0.54 0.35 -0.31 -0.10
O 1.587753 -0.039666 -0.005635 1.22 -0.20 0.00 -0.69
C 0.338247 -0.577072 -0.239028 -0.90 1.91 0.46 -0.14
F -0.595281 1.534368 -0.934008 -0.07 -0.84 0.60 -0.32
H 1.950122 -0.294093 0.846273 -0.20 -0.02 0.08 0.48
H 0.234570 -0.769938 -1.276266 -0.01 -0.67 -1.02 0.20
H 0.005141 -1.391216 0.370110 0.26 -0.72 0.36 0.20
C -0.667411 0.550989 0.008736 -1.12 0.25 -0.12 0.69
F -0.505376 1.144482 1.199452 0.27 -0.05 -0.04 -0.32
```
Positions in Å, forces in eV/Å.

---

[3]
The following is a DFT calculation (ωB97M-V with the def2-TZVPD basis set) of 17 unconnected molecules or ions with the total composition H35O17.

Values from the calculation:
multiplicity	1
energy above the lowest of the compared OMol25 structures with the same formula, charge and spin	70.4	kcal/mol
HOMO-LUMO gap	10.7	eV
total charge	+1
E_HOMO	-13.05	eV
E_tot	-35369.27019	eV

Structure (XYZ):
```
52
Properties=species:S:1:pos:R:3:forces:R:3:nbo_charge:R:1
H -1.158054 -3.780403 -1.934181 -0.21 0.10 0.09 0.51
H -0.938772 1.194487 2.824941 0.53 -1.34 -0.09 0.53
H -4.332650 -1.617824 0.955646 0.36 -0.27 -0.45 0.50
H 5.438496 -0.085451 1.101670 -0.01 0.05 0.04 0.48
O -1.432711 -2.014604 0.663963 -0.39 -0.24 0.12 -1.02
H -0.458755 2.418473 -4.446806 0.91 0.77 0.01 0.50
H -0.918230 -2.591140 0.081366 0.17 -0.27 0.62 0.49
H 0.392328 -2.275104 2.293947 -0.64 -0.11 0.33 0.51
H -1.143733 0.506795 0.984729 -0.73 1.93 -0.36 0.52
O 1.987380 -0.588351 1.051210 0.05 0.21 -0.26 -0.94
O 1.338143 -2.858757 -0.042186 -0.78 -0.41 0.54 -1.03
O -0.007950 1.871401 -3.808422 -0.84 -1.99 0.74 -1.01
H -0.948460 1.468715 -0.338977 0.20 0.34 0.33 0.46
H 5.669403 1.123018 0.220349 -0.11 0.02 0.03 0.48
H -1.318711 -1.661830 -1.336323 0.09 2.65 -0.57 0.57
O -0.698326 0.398772 2.291479 -0.25 0.08 -0.09 -0.99
O -0.959439 1.791393 4.618123 0.58 0.31 0.16 -0.93
H 3.215450 3.862240 -1.667635 0.02 -0.15 -0.71 0.48
O 2.434240 3.299866 -1.798988 0.51 0.52 0.92 -0.95
O -4.017026 0.674590 -1.353978 -0.02 -0.04 -0.21 -0.96
H -0.417397 2.495010 4.233660 0.01 -0.16 0.24 0.47
H -1.618832 -0.371689 -2.414228 -0.17 0.20 0.02 0.54
O -1.624798 1.218505 0.301289 0.04 -1.54 -0.84 -1.01
O 4.962425 0.610838 0.632704 0.19 -0.20 -0.08 -0.96
O 0.865842 -1.265586 -3.386341 -0.11 0.80 0.44 -0.97
H 2.027905 3.473039 -0.934855 -0.49 -0.41 -0.23 0.48
H 0.836514 2.089989 -3.415812 0.04 1.19 -0.58 0.51
H -1.165978 3.656466 3.212484 0.22 0.07 -0.02 0.46
O -1.385595 -0.550065 -1.492081 0.13 -2.42 -0.23 -0.89
O -0.787671 3.465185 2.341046 -0.69 0.56 0.52 -0.94
H -0.184864 -1.826251 3.737623 -0.10 -0.80 -0.49 0.48
H 1.561399 -1.956910 0.296679 0.60 -0.44 -0.50 0.50
H 0.142877 -3.070662 -2.302743 -0.30 0.55 0.16 0.53
H 2.875932 -0.752762 1.386145 -0.07 0.14 0.13 0.49
H -2.392018 -2.292287 0.615451 1.21 0.08 0.10 0.50
H 3.512691 -0.052582 -0.938460 -0.29 0.65 -0.72 0.49
O 2.827410 0.428330 -1.457675 0.62 -0.29 0.48 -0.99
H -1.482054 3.894559 1.823786 0.26 -0.27 -0.60 0.48
H 3.184609 1.328030 -1.581889 -0.36 -0.32 0.12 0.50
H -0.213883 -0.354479 2.675072 0.21 0.56 0.32 0.51
H -4.779423 0.617220 -1.939681 0.00 0.00 0.02 0.48
H 1.033229 -0.394781 -3.796596 -0.08 -0.61 -0.10 0.50
H 2.108764 -0.053656 0.245300 -0.02 0.23 0.23 0.50
O -3.953024 -2.322679 0.393840 -1.30 0.38 0.40 -0.95
O 0.577307 -1.857218 3.146442 0.50 0.50 0.45 -0.96
H -0.276323 1.235507 5.017481 -0.27 -0.11 0.16 0.48
H -3.785180 1.609155 -1.331321 -0.01 0.01 0.18 0.48
H -4.653164 -2.986513 0.365774 0.19 -0.10 -0.04 0.50
O -0.657857 -2.974041 -1.755830 -0.36 -0.95 -0.82 -0.94
H 0.773645 -0.997463 -2.455139 0.26 -0.11 -0.28 0.47
H -1.892986 0.024725 -0.800495 0.22 0.10 0.22 0.57
H 1.837877 -3.203222 -0.781560 0.52 0.54 0.17 0.47
```
Positions in Å, forces in eV/Å.

---

[4]
The following is a DFT calculation (ωB97M-V with the def2-TZVPD basis set) of 8 unconnected molecules or ions with the total composition H16O8.

Values from the calculation:
multiplicity	1
energy above the lowest of the compared OMol25 structures with the same formula, charge and spin	84.9	kcal/mol
HOMO-LUMO gap	10.0	eV
E_HOMO	-10.29	eV
E_tot	-16638.32796	eV

Structure (XYZ):
```
24
Properties=species:S:1:pos:R:3:forces:R:3:nbo_charge:R:1
O -1.899157 -1.681981 2.342220 -4.36 0.88 0.15 -0.97
O -0.140969 -0.244434 -0.736873 2.52 3.66 0.25 -1.04
H -0.100835 -0.866529 -0.028093 -0.64 -0.82 0.89 0.48
H -1.827293 0.188810 -3.587398 -1.17 0.01 0.69 0.46
O 1.061217 1.902262 0.473538 3.50 0.90 0.23 -0.97
O 0.055059 -1.976328 1.227577 4.87 -0.58 -2.29 -0.97
H 0.662087 2.633466 0.982328 0.05 -0.46 -0.38 0.52
O 1.322923 0.186815 -3.095282 -1.69 -0.75 1.82 -0.97
O 2.581718 -1.047324 1.120117 0.02 0.49 -0.54 -0.95
H 3.056489 -1.570785 1.755877 0.59 -0.30 0.36 0.49
H 0.941425 1.058162 -2.926359 0.38 0.32 -0.44 0.46
H -1.874921 -1.477037 3.248670 0.01 0.28 1.66 0.45
O -2.230405 0.227957 -2.682258 -0.62 -0.01 -2.85 -0.94
H 2.098833 2.065549 0.469722 -3.46 -0.38 0.13 0.49
O -1.956601 2.630457 0.714517 5.39 -3.98 -1.70 -0.96
H -2.739689 2.959721 0.942989 -5.10 1.76 1.41 0.46
H -1.420722 0.248652 -2.231911 1.64 -0.07 2.19 0.47
H 0.063789 -2.536797 0.409098 -0.01 0.28 1.19 0.49
H 3.155395 -0.931473 0.344025 -0.33 -0.19 0.32 0.51
H -1.082728 -2.005558 2.070469 1.91 -0.72 -0.20 0.47
H -2.028937 1.631083 0.579723 -0.12 2.15 0.28 0.50
H 0.495999 0.518483 -0.291229 -2.38 -2.01 -1.60 0.51
H 1.051354 -1.624274 1.280528 -2.43 -0.92 -0.23 0.52
H 0.755971 -0.288896 -2.381995 1.42 0.48 -1.33 0.49
```
Positions in Å, forces in eV/Å.

---

[5]
The following is a DFT calculation (ωB97M-V with the def2-TZVPD basis set) of 2 unconnected molecules or ions with the total composition C24H24BCl4NO.

Values from the calculation:
multiplicity	1
energy above the lowest of the compared OMol25 structures with the same formula, charge and spin	19.7	kcal/mol
HOMO-LUMO gap	5.7	eV
E_HOMO	-8.01	eV
E_tot	-79584.85769	eV

Structure (XYZ):
```
55
Properties=species:S:1:pos:R:3:forces:R:3:nbo_charge:R:1
N -0.857361 0.320546 0.890946 -0.63 -0.79 0.22 -0.68
C -3.866773 2.529741 -3.000261 -0.06 -0.17 0.06 -0.25
C 0.456771 0.792413 1.157157 0.98 0.99 -0.82 -0.01
H -1.788049 -0.698428 -3.645361 0.06 0.26 0.19 0.25
C 3.421167 1.371957 1.301942 0.47 0.07 0.25 -0.23
H -2.574328 1.468286 0.492249 0.05 0.19 0.09 0.16
H -4.930734 1.355617 -1.517234 0.31 0.23 -0.04 0.23
H 0.460024 1.654761 3.159863 -0.01 0.02 -0.27 0.20
H -1.265201 3.251292 1.265988 -0.04 -0.15 0.23 0.20
H 3.223317 -0.509786 -0.472162 -0.13 -0.31 0.04 0.22
C -3.298334 0.238018 -2.394685 0.44 0.65 -0.77 -0.23
C 5.390359 1.283218 2.727639 -0.41 -0.12 -0.08 -0.22
C 1.471821 -0.255656 1.651821 -0.03 -0.04 0.18 -0.29
H -4.456042 3.434133 -2.863273 0.09 -0.25 -0.03 0.24
C -1.205080 2.396123 1.953795 0.20 0.25 -0.43 -0.41
H -4.165749 -0.971551 -0.756799 0.10 0.10 0.06 0.22
C 4.693931 1.850717 1.651707 -0.19 -0.30 0.17 -0.21
C 2.839739 0.323693 2.021533 -0.31 0.00 -0.19 -0.02
H 0.841709 1.193066 0.195813 0.41 0.02 0.29 0.15
Cl -2.195352 -4.649984 -1.876516 -0.23 0.36 -0.02 -0.20
H 5.333278 -0.207906 4.300997 -0.17 0.14 -0.28 0.21
H -2.557279 0.677004 2.068749 0.03 0.13 -0.09 0.17
H -1.648776 2.688932 2.905810 -0.05 0.03 -0.13 0.21
C 1.595624 -3.390462 -1.322704 -0.02 0.34 0.16 -0.23
Cl -2.496393 3.934707 -4.851521 -0.06 0.14 -0.13 0.07
C 4.802989 0.236991 3.456040 -0.07 0.18 -0.35 -0.22
H 2.887406 1.817503 0.459600 0.19 -0.11 0.27 0.21
H -1.333160 1.349948 -4.967145 -0.13 0.05 0.07 0.24
C 1.559736 -1.360172 0.613117 0.21 -0.16 0.04 0.08
H 1.600405 -4.184693 -2.066055 0.03 0.17 0.10 0.21
H -0.118476 -2.418432 1.456449 0.22 -0.01 -0.21 0.23
C 3.539528 -0.241068 3.091672 0.29 0.21 0.08 -0.15
H -0.149212 -4.153298 -0.293338 0.27 0.05 0.02 0.23
C 0.270815 1.979185 2.124740 -0.31 -0.44 0.17 -0.39
O -2.850920 -2.014698 -1.912121 -0.77 2.13 0.19 -0.55
H 3.086247 -1.064972 3.648882 0.13 0.25 -0.15 0.21
H 6.379001 1.655407 2.999735 -0.28 -0.10 -0.07 0.21
C -2.321937 0.225256 -3.433473 -0.48 0.17 0.26 -0.08
H 1.056716 -0.683072 2.578467 0.00 0.01 -0.23 0.22
H -1.066573 -0.548162 0.419069 0.32 0.21 0.22 0.40
C 2.509265 -1.333050 -0.414050 -0.19 -0.31 -0.23 -0.25
H 5.137195 2.666797 1.078312 -0.10 -0.23 0.18 0.21
C 0.624991 -3.392444 -0.316170 0.22 0.10 -0.01 -0.20
Cl -2.816646 -2.938860 0.644807 -0.18 -0.13 -0.60 -0.28
H 3.295025 -2.334782 -2.158768 -0.21 -0.03 0.19 0.21
C -3.461868 -0.929297 -1.588601 0.33 -1.56 -1.08 0.50
C -2.851710 2.516477 -3.966996 -0.03 -0.72 0.70 0.02
C -2.095801 1.357386 -4.195866 -0.10 -0.11 0.10 -0.25
B -3.196112 -3.283104 -1.193576 -0.33 -0.98 1.13 0.39
Cl -5.030188 -3.610832 -1.391503 0.49 0.26 -0.02 -0.25
C -4.102066 1.396519 -2.225231 0.41 -0.45 -0.11 -0.09
H 0.973555 2.782901 1.895436 -0.13 -0.06 0.11 0.22
C 0.626514 -2.398353 0.659379 0.17 -0.08 -0.19 -0.26
C -1.914602 1.179307 1.325686 -0.48 -0.10 0.49 -0.20
C 2.537594 -2.354837 -1.373995 -0.26 0.03 0.28 -0.21
```
Positions in Å, forces in eV/Å.

---

[6]
The following is a DFT calculation (ωB97M-V with the def2-TZVPD basis set) of a molecular structure, C3OZn.

Values from the calculation:
<S²>	0.761
multiplicity	2
energy above the lowest of the compared OMol25 structures with the same formula, charge and spin	4.5	kcal/mol
HOMO-LUMO gap (spin up / spin down)	5.3 / 9.1	eV
total charge	+1
E_HOMO (spin up / spin down)	-12.91 / -16.52	eV
E_tot	-53559.09608	eV

Structure (XYZ):
```
5
Properties=species:S:1:pos:R:3:forces:R:3:mulliken_charge:R:1
O -1.881385 -0.369063 -0.040108 -1.76 -3.83 0.61 0.00
C 0.396229 -0.338299 0.014456 -3.56 1.64 -0.09 -0.15
C -1.151992 -1.472613 0.175048 -0.92 5.38 -0.93 0.46
C -0.717848 0.360106 -0.039833 4.28 -3.26 0.31 0.52
Zn 2.282588 -0.283242 0.097122 1.96 0.08 0.09 0.17
```
Positions in Å, forces in eV/Å.